[1]
The following is a quantum chemistry calculation of a 4-piece molecular cluster, C31H65BF9INO2S overall, from OMol25.

Structure (XYZ):
```
111
C31H65BF9INO2S (ωB97M-V/def2-TZVPD)
C 3.7042 3.7336 -0.7490
C 2.6733 4.7424 -1.2719
N 1.3218 4.6084 -0.7317
C 0.5840 3.4220 -1.2198
C -0.9453 3.5974 -1.2119
B -1.8552 2.3455 -0.5780
O -1.1522 1.7093 0.5824
C -2.0556 1.1651 -1.7167
C -0.7729 0.3738 -2.0222
C -0.6359 -0.9326 -1.2655
F -1.4280 -1.0138 -0.1839
F -0.9743 -2.0056 -2.0488
C 0.7948 -1.2206 -0.6726
F 1.2496 -0.1417 -0.0336
F 0.7233 -2.2308 0.2071
S 2.1657 -1.7545 -1.9076
F 2.9113 -0.3518 -1.8096
F 1.3657 -1.2204 -3.1740
F 1.4901 -3.1858 -2.0676
F 3.0551 -2.2947 -0.6983
F 3.3112 -2.2335 -2.8970
C -3.3721 2.9600 -0.2081
C -4.0415 2.6300 1.1180
C -3.3238 3.1513 2.3521
I -4.4102 0.5054 1.3509
C 1.2894 4.8692 0.6550
C 1.2627 3.7345 1.6607
O 1.3559 6.0007 1.0598
H 3.2560 2.7503 -0.5882
H 4.1542 4.0693 0.1879
H 4.5145 3.6129 -1.4720
H 2.5921 4.6520 -2.3573
H 3.0189 5.7595 -1.0708
H 0.8626 2.5185 -0.6641
H 0.9534 3.2746 -2.2388
H -1.2756 3.7609 -2.2458
H -1.1648 4.5321 -0.6781
H -0.7374 2.3823 1.1260
H -2.3545 1.6621 -2.6484
H -2.8735 0.4800 -1.4688
H 0.1051 0.9830 -1.8097
H -0.7078 0.0938 -3.0751
H -4.0731 2.6621 -1.0000
H -3.3591 4.0632 -0.2287
H -5.0608 3.0210 1.1293
H -3.8679 2.9025 3.2656
H -3.2648 4.2433 2.2817
H -2.3233 2.7335 2.4341
H 2.1816 3.8126 2.2441
H 1.1949 2.7382 1.2307
H 0.4280 3.8880 2.3486
C 0.5911 -4.2729 -8.8580
C 1.1569 -5.4051 -8.0070
C 0.6711 -5.3801 -6.5584
C 1.0494 -4.1217 -5.7748
C 2.5475 -3.8285 -5.7146
C 3.3539 -4.9206 -5.0198
H 0.8897 -3.2956 -8.4765
H 0.9391 -4.3429 -9.8899
H -0.5008 -4.3050 -8.8700
H 2.2498 -5.3694 -8.0336
H 0.8751 -6.3634 -8.4526
H 1.0567 -6.2630 -6.0408
H -0.4192 -5.4793 -6.5489
H 0.6683 -4.2197 -4.7539
H 0.5352 -3.2557 -6.2001
H 2.6911 -2.8901 -5.1778
H 2.9417 -3.6646 -6.7224
H 2.9944 -5.0733 -3.9997
H 4.4099 -4.6519 -4.9621
H 3.2860 -5.8742 -5.5474
C -5.7894 1.5827 5.0272
C -6.8117 2.3236 4.1735
C -7.5151 3.4662 4.9042
C -8.3254 3.0422 6.1311
C -9.4031 1.9948 5.8548
C -10.4691 2.4629 4.8697
H -6.2498 1.1039 5.8945
H -5.2966 0.8133 4.4327
H -5.0204 2.2688 5.3919
H -7.5468 1.6119 3.7870
H -6.3067 2.7294 3.2932
H -8.1662 3.9926 4.2002
H -6.7649 4.1977 5.2221
H -8.7985 3.9311 6.5629
H -7.6486 2.6579 6.8991
H -9.8818 1.7286 6.8017
H -8.9404 1.0776 5.4810
H -10.9652 3.3660 5.2337
H -11.2332 1.6979 4.7229
H -10.0402 2.6887 3.8925
C 8.8333 -2.8605 3.7118
C 7.6473 -3.7904 3.4779
C 7.1117 -3.7490 2.0474
C 6.5864 -2.3843 1.5972
C 5.4766 -1.8037 2.4728
C 4.2229 -2.6700 2.5166
H 8.5651 -1.8169 3.5416
H 9.2021 -2.9414 4.7355
H 9.6581 -3.1064 3.0387
H 6.8470 -3.5442 4.1813
H 7.9462 -4.8169 3.7080
H 6.3202 -4.4958 1.9443
H 7.9082 -4.0587 1.3624
H 6.2122 -2.4787 0.5731
H 7.4139 -1.6706 1.5496
H 5.2134 -0.8167 2.0842
H 5.8471 -1.6386 3.4892
H 3.8197 -2.8223 1.5153
H 3.4424 -2.2014 3.1172
H 4.4228 -3.6529 2.9481
```

Values from the calculation:
Total charge: -1


[2]
The following is a quantum chemistry calculation of a 6-piece molecular cluster, C31H66O16P2 overall in a non-equilibrium geometry, from OMol25.

Structure (XYZ):
```
115
C31H66O16P2 (ωB97M-V/def2-TZVPD)
C 2.6879 -0.2337 1.5421
C 3.6875 -1.0728 0.7312
C 4.6839 -0.1766 -0.0390
C 4.4526 -0.1399 -1.5530
C 3.0918 0.4720 -2.0314
C 3.3264 1.9553 -2.3368
C 2.0670 2.8310 -2.3687
C 1.2544 2.7087 -1.0690
C 0.4917 3.9800 -0.6727
C 0.0207 3.9189 0.7932
C -1.3134 3.1780 0.9793
C -1.1419 1.6459 1.0884
P -2.6153 0.6741 0.5257
C -2.1796 -1.1008 0.9763
C -1.4063 -1.8360 -0.1166
O -0.2642 -1.0585 -0.4813
P -2.7398 0.6066 -1.6559
C -4.5158 0.2481 -2.0763
C -2.2480 2.2124 -2.4392
H 2.4063 0.6461 0.9713
H 1.7980 -0.7985 1.7977
H 3.1592 0.1234 2.4605
H 4.1846 -1.7824 1.3861
H 3.0973 -1.5903 -0.0289
H 5.6615 -0.6459 0.1028
H 4.7494 0.8177 0.4034
H 5.2430 0.4748 -1.9849
H 4.5090 -1.1454 -1.9696
H 2.8034 -0.0902 -2.9188
H 2.3586 0.2866 -1.2491
H 3.7687 2.0108 -3.3350
H 4.0886 2.3330 -1.6516
H 1.4319 2.4782 -3.1853
H 2.3471 3.8579 -2.6087
H 1.9531 2.4971 -0.2596
H 0.5548 1.8884 -1.2180
H -0.3230 4.2208 -1.3551
H 1.2054 4.8030 -0.7692
H -0.0881 4.9442 1.1463
H 0.8137 3.4457 1.3721
H -2.0592 3.4905 0.2493
H -1.6905 3.5107 1.9478
H -0.2289 1.2824 0.6303
H -1.0320 1.4126 2.1487
H -3.0962 -1.6489 1.1740
H -1.5064 -1.0785 1.8310
H -2.0350 -2.0615 -0.9807
H -1.0275 -2.7950 0.2534
H 0.4201 -1.6822 -0.7572
H -4.5370 -0.5103 -2.8531
H -5.0374 1.1355 -2.4356
H -5.0637 -0.1271 -1.2119
H -1.5046 1.9675 -3.1970
H -1.7787 2.9222 -1.7684
H -3.0691 2.6754 -2.9835
C 5.2652 -6.9538 -3.8887
O 4.8016 -5.6674 -4.3024
C 3.8312 -5.1638 -3.5390
O 3.3439 -5.6925 -2.5731
O 3.4937 -3.9699 -4.0311
C 2.4572 -3.3132 -3.3042
H 6.0452 -7.2456 -4.5863
H 5.6838 -6.9074 -2.8849
H 4.4593 -7.6845 -3.9289
H 2.7707 -3.1267 -2.2763
H 1.5401 -3.9004 -3.3236
H 2.2709 -2.3613 -3.7944
C 11.3412 1.8475 1.4917
O 9.9276 1.9096 1.6890
C 9.4123 0.8385 2.2951
O 10.0269 -0.1271 2.6676
O 8.0964 1.0243 2.4160
C 7.4091 -0.0533 3.0528
H 11.6296 2.7696 0.9949
H 11.8603 1.7793 2.4460
H 11.6045 1.0033 0.8570
H 7.7723 -0.1960 4.0691
H 7.5185 -0.9718 2.4783
H 6.3560 0.2134 3.0897
C -7.0921 5.8689 4.2798
O -6.0889 5.4560 3.3497
C -6.0150 4.1367 3.1707
O -6.7076 3.3120 3.7189
O -5.0533 3.8827 2.2932
C -4.8607 2.4849 2.0051
H -7.0457 6.9530 4.3313
H -8.0812 5.5707 3.9367
H -6.8941 5.4569 5.2679
H -5.7652 2.0557 1.5743
H -4.5766 1.9441 2.9070
H -4.0496 2.3892 1.2783
C -2.2576 -1.2196 -4.8270
O -3.1972 -2.2933 -4.9120
C -2.7582 -3.3527 -5.5931
O -1.6772 -3.4611 -6.1124
O -3.7245 -4.2729 -5.5965
C -3.3887 -5.4728 -6.2954
H -2.7248 -0.4276 -4.2508
H -1.3544 -1.5380 -4.3097
H -2.0150 -0.8398 -5.8189
H -2.5302 -5.9589 -5.8352
H -3.1871 -5.2635 -7.3445
H -4.2507 -6.1301 -6.2231
C -7.0159 1.0973 5.5334
O -7.0920 -0.2991 5.2062
C -6.9539 -1.1195 6.2435
O -6.7766 -0.7955 7.3901
O -7.0452 -2.3771 5.7948
C -6.9137 -3.3705 6.8109
H -7.1389 1.6614 4.6091
H -7.8104 1.3683 6.2281
H -6.0433 1.3347 5.9630
H -7.7050 -3.2709 7.5520
H -5.9380 -3.3055 7.2897
H -7.0055 -4.3360 6.3206
```


Number 1: gap between HOMO and LUMO 7.43 eV. Number 2: gap between HOMO and LUMO 7.56 eV.